Below is a molecular structure, C38H37Cl8GeN3O2S3Se2Zr, with properties calculated with ωB97M-V with the def2-TZVPD basis set.

Summary:
- Total charge: +3
- Max |F|: 0.65 eV/Å
- Energy relative to the best compared isomer or geometry (same formula, charge and spin): 203.7 kJ/mol
- Multiplicity: 2
- Kohn-Sham gap (spin up / spin down): 6.72 / 5.27 eV

Each line ends with the Löwdin spin population.
Cartesian coordinates (Å):
Zr 0.36 -0.80 -0.65  0.00
C -3.69 -1.92 0.29  0.00
Se -1.90 -2.19 0.98  0.00
C -1.97 -4.14 0.82  0.00
C -0.79 -4.81 1.48  0.00
Se 0.90 -4.43 0.57  0.00
C 1.03 -6.14 -0.34  0.00
H -3.77 -2.30 -0.72  0.00
H -3.90 -0.85 0.30  0.00
H -4.38 -2.44 0.95  0.00
H -2.03 -4.38 -0.25  0.00
H -2.90 -4.42 1.31  0.00
H -0.91 -5.89 1.46  0.00
H -0.70 -4.51 2.52  0.00
H 0.97 -6.93 0.39  0.00
H 2.00 -6.18 -0.83  0.00
H 0.25 -6.24 -1.09  0.00
Cl 1.86 -3.95 -2.62  0.00
C 2.92 -2.84 -1.83  0.00
C 2.43 -1.68 -1.21  0.00
C 3.41 -0.83 -0.75  0.00
Cl 2.75 0.69 -0.13  0.00
C 4.77 -1.04 -0.76  0.00
Cl 5.85 0.13 -0.11  0.00
C 5.22 -2.23 -1.31  0.00
Cl 6.89 -2.58 -1.34  0.00
C 4.29 -3.12 -1.86  0.00
Cl 4.85 -4.57 -2.58  0.00
N -2.04 2.73 -4.03  0.15
C -3.42 2.84 -4.04  0.09
C -4.13 2.71 -5.24  0.00
C -5.50 2.85 -5.23  0.06
C -6.19 3.11 -4.03  0.04
C -5.50 3.23 -2.85  0.01
C -4.11 3.09 -2.84  0.11
S -3.24 3.22 -1.37  0.36
N -1.66 3.08 -1.74  0.15
C -1.24 2.88 -2.95  0.02
C 0.22 2.82 -3.26  0.00
C 0.71 3.75 -4.17  0.00
C 2.04 3.68 -4.55  0.00
C 2.81 2.65 -4.04  0.00
C 2.23 1.77 -3.13  0.00
N 0.96 1.85 -2.71  0.00
H -1.59 2.53 -4.91  0.00
H -3.60 2.52 -6.16  0.00
H -6.05 2.76 -6.15  0.00
H -7.26 3.22 -4.05  0.00
H -6.03 3.44 -1.92  0.00
H 0.06 4.52 -4.56  0.00
H 2.46 4.40 -5.24  0.00
H 3.84 2.52 -4.33  0.00
H 2.81 0.94 -2.75  0.00
O 0.89 -1.41 1.34  0.00
S 2.17 -1.36 2.23  0.00
C 2.04 0.18 3.15  0.00
C 0.89 0.41 4.14  0.00
C -0.08 1.54 3.78  0.00
C -1.24 1.16 2.85  0.00
S -1.22 1.70 1.13  0.00
O -0.04 0.96 0.46  0.00
C -0.63 3.37 1.31  0.00
C 0.62 3.73 0.82  0.00
C 1.04 5.04 0.98  0.00
C 0.21 5.96 1.61  0.00
C -1.04 5.59 2.08  0.00
C -1.47 4.28 1.92  0.00
C 1.93 -2.58 3.48  0.00
C 3.08 -3.21 3.93  0.00
C 2.98 -4.14 4.95  0.00
C 1.74 -4.44 5.50  0.00
C 0.59 -3.81 5.02  0.00
C 0.68 -2.88 4.01  0.00
H 2.06 0.94 2.36  0.00
H 3.01 0.22 3.65  0.00
H 1.35 0.66 5.09  0.00
H 0.33 -0.51 4.33  0.00
H 0.47 2.40 3.39  0.00
H -0.53 1.88 4.71  0.00
H -2.17 1.61 3.20  0.00
H -1.41 0.09 2.79  0.00
H 1.24 3.00 0.32  0.00
H 2.01 5.34 0.62  0.00
H 0.55 6.98 1.74  0.00
H -1.68 6.31 2.56  0.00
H -2.45 3.98 2.28  0.00
H 4.04 -2.97 3.48  0.00
H 3.87 -4.63 5.31  0.00
H 1.67 -5.16 6.29  0.00
H -0.37 -4.06 5.45  0.00
H -0.22 -2.40 3.62  0.00
Cl -1.97 -0.17 -1.73  0.00
Ge -1.33 -2.51 -2.72  0.00
Cl 0.45 -1.11 -3.37  0.00
Cl -2.49 -2.50 -4.50  0.00

Below is C2HCl2FS in the gas phase at a distorted geometry, with properties calculated with ωB97M-V with the def2-TZVPD basis set.

Summary:
- Max |F|: 1.15 eV/Å
- Energy relative to the best compared isomer or geometry (same formula, charge and spin): 0.0 kJ/mol
- Kohn-Sham gap: 9.05 eV

Each line ends with the natural charge from an NBO analysis.
Cartesian coordinates (Å):
F 0.68 -1.38 0.96  -0.30
C 0.21 -0.14 0.84  0.24
S 0.11 0.85 2.10  0.09
C -0.19 0.22 -0.55  -0.31
Cl -1.48 -0.88 -1.11  0.01
Cl 1.23 0.10 -1.64  0.01
H -0.57 1.24 -0.60  0.26

Below is 2 unconnected molecules or ions with the total composition C4H11N2O at a distorted geometry, with properties calculated with ωB97M-V with the def2-TZVPD basis set.

Summary:
- Total charge: +2
- Max |F|: 1.28 eV/Å
- Energy relative to the best compared isomer or geometry (same formula, charge and spin): 44.0 kJ/mol
- Multiplicity: 2
- Kohn-Sham gap (spin up / spin down): 10.14 / 6.33 eV

Each line ends with the Löwdin spin population.
Cartesian coordinates (Å):
C -1.56 -1.21 -1.23  0.00
N -0.14 -1.53 -1.04  0.00
C 0.59 -1.13 -0.03  0.01
N 1.88 -1.40 0.12  0.00
H -2.19 -2.01 -0.83  0.00
H -1.74 -1.13 -2.30  0.00
H -1.79 -0.26 -0.75  0.00
H 0.31 -2.12 -1.73  0.00
H 0.10 -0.55 0.74  0.00
H 2.41 -1.83 -0.62  0.00
H 2.40 -0.82 0.75  0.00
C 0.40 2.28 0.08  0.48
C -0.37 1.86 1.15  0.24
O 0.19 1.45 2.25  0.21
H -0.08 2.51 -0.87  0.02
H 1.47 2.45 0.15  0.02
H -1.45 1.85 1.14  0.01
H -0.44 1.60 3.00  0.00

Below is a gas-phase ion, C10H11ClN3O (charge +1) at a distorted geometry, with properties calculated with ωB97M-V with the def2-TZVPD basis set.

Summary:
- Total charge: +1
- Max |F|: 5.32 eV/Å
- Energy relative to the best compared isomer or geometry (same formula, charge and spin): 399.0 kJ/mol
- Kohn-Sham gap: 5.93 eV

Each line ends with the natural charge from an NBO analysis.
Cartesian coordinates (Å):
O 1.36 -2.19 1.07  -0.73
C 0.42 -1.32 0.49  -0.16
C 1.16 -0.20 -0.14  0.31
C 0.57 1.12 -0.29  0.03
N -0.58 1.56 0.12  -0.26
C -1.70 0.87 0.33  0.21
C -2.68 1.20 1.26  -0.16
C -3.96 0.73 1.07  -0.20
C -4.18 -0.06 -0.06  0.16
Cl -5.80 -0.58 -0.42  0.09
N -3.16 -0.55 -0.77  -0.18
N -2.01 -0.14 -0.64  -0.17
C 2.50 -0.51 -0.41  -0.30
C 3.16 0.06 -1.72  -0.28
C 3.62 0.56 -0.43  -0.30
H 0.93 -2.99 1.45  0.51
H -0.14 -1.94 -0.41  0.27
H -0.33 -0.95 1.23  0.23
H 1.26 1.89 -0.65  0.21
H -2.37 1.87 1.99  0.24
H -4.71 1.14 1.71  0.26
H 2.72 -1.40 -0.05  0.27
H 2.56 0.70 -2.31  0.23
H 3.61 -0.61 -2.31  0.25
H 4.37 0.14 0.03  0.24
H 3.40 1.60 -0.15  0.24

Below is 8 unconnected molecules or ions with the total composition C8H28Cl4O7 at a distorted geometry, with properties calculated with ωB97M-V with the def2-TZVPD basis set.

Summary:
- Max |F|: 2.67 eV/Å
- Energy relative to the best compared isomer or geometry (same formula, charge and spin): 0.0 kJ/mol
- Kohn-Sham gap: 10.41 eV

Each line ends with the natural charge from an NBO analysis.
Cartesian coordinates (Å):
Cl 2.41 -0.59 0.12  0.10
C 2.86 0.96 0.73  -0.22
Cl 4.58 1.02 1.29  0.01
Cl 2.57 2.35 -0.34  0.06
Cl 1.90 1.26 2.18  0.05
C 0.34 2.09 -3.79  -0.24
O -0.10 1.95 -2.47  -0.78
H -0.49 2.00 -4.54  0.16
H 0.76 3.11 -3.93  0.18
H 1.16 1.32 -3.98  0.16
H -0.46 1.06 -2.26  0.51
C -2.65 0.50 -0.53  -0.24
O -1.31 0.10 -0.94  -0.79
H -3.43 -0.28 -0.79  0.16
H -2.77 0.60 0.51  0.18
H -2.82 1.42 -1.06  0.19
H -0.98 -0.61 -0.37  0.51
C -2.23 4.09 -0.81  -0.25
O -1.24 3.32 -0.10  -0.77
H -3.26 3.74 -0.66  0.16
H -2.21 5.14 -0.58  0.17
H -2.09 4.02 -1.92  0.17
H -0.60 2.87 -0.67  0.51
C 1.25 -2.35 -2.55  -0.26
O 1.48 -3.15 -1.42  -0.73
H 0.92 -1.36 -2.24  0.19
H 2.09 -2.32 -3.27  0.17
H 0.35 -2.75 -3.06  0.16
H 1.83 -3.99 -1.72  0.47
C -2.11 2.23 3.20  -0.26
O -1.36 1.06 2.83  -0.72
H -1.52 3.11 2.95  0.18
H -3.10 2.27 2.74  0.16
H -2.32 2.18 4.31  0.17
H -1.18 1.24 1.94  0.47
C 3.00 -3.62 2.30  -0.24
O 2.49 -2.64 3.14  -0.73
H 2.43 -3.62 1.36  0.18
H 4.11 -3.47 2.13  0.16
H 2.93 -4.62 2.66  0.16
H 3.13 -2.36 3.83  0.48
C -0.94 -3.17 0.82  -0.23
O -0.51 -1.86 1.10  -0.77
H -1.77 -3.42 1.39  0.17
H -1.17 -3.19 -0.27  0.17
H -0.13 -3.85 0.95  0.17
H 0.17 -1.80 1.79  0.50

Below is C4H5NO in the gas phase at a distorted geometry, with properties calculated with ωB97M-V with the def2-TZVPD basis set.

Summary:
- Max |F|: 2.63 eV/Å
- Energy relative to the best compared isomer or geometry (same formula, charge and spin): 326.3 kJ/mol
- Kohn-Sham gap: 9.87 eV

Each line ends with the natural charge from an NBO analysis.
Cartesian coordinates (Å):
O -0.27 2.43 -0.50  -0.58
C -0.19 1.27 -0.19  0.63
C -0.29 0.69 1.20  -0.33
C 0.00 -0.60 1.30  -0.22
C 0.08 -1.05 -0.49  -0.23
N 0.09 0.23 -1.06  -0.63
H -0.54 1.38 2.00  0.24
H 0.55 -1.46 1.01  0.30
H 0.88 -1.71 -0.87  0.21
H -0.87 -1.60 -0.53  0.20
H 0.58 0.43 -1.91  0.42